Below is C35H53N6O2P2S2Ta as an isolated structure at a distorted geometry, with properties calculated with wB97M-V/def2-TZVPD.

## Properties
- Spin multiplicity: 1
- Molar mass: 896.879 g/mol
- Net charge: +4
- Largest force on an atom: 1.4 eV/Å
- Highest occupied orbital energy: -17.50 eV
- Kohn-Sham gap: 5.049 eV

The geometry in XYZ format:
```
101
Properties=species:S:1:pos:R:3:mulliken_charge:R:1
Ta 0.169 -1.396 -1.061 0.24
C 0.026 -4.245 1.793 -1.29
P -0.301 -3.849 0.050 0.82
C -2.053 -4.232 -0.225 -1.27
C 0.647 -5.152 -0.823 -1.11
C 0.715 -4.909 -2.322 -1.10
P 1.384 -3.251 -2.730 1.11
C 3.191 -3.349 -2.547 -1.39
C 1.156 -3.206 -4.534 -1.57
H -0.096 -5.323 1.911 0.53
H -0.675 -3.738 2.453 0.38
H 1.044 -3.975 2.073 0.44
H -2.239 -5.244 0.138 0.52
H -2.311 -4.168 -1.282 0.40
H -2.679 -3.532 0.330 0.31
H 0.161 -6.108 -0.612 0.60
H 1.647 -5.196 -0.385 0.47
H -0.278 -4.980 -2.773 0.46
H 1.348 -5.656 -2.807 0.57
H 3.589 -4.019 -3.310 0.59
H 3.481 -3.715 -1.561 0.37
H 3.612 -2.355 -2.707 0.33
H 1.543 -4.151 -4.918 0.62
H 1.730 -2.391 -4.975 0.41
H 0.106 -3.122 -4.810 0.34
S -1.243 0.823 -0.777 -0.45
C -1.154 1.386 0.837 0.43
N -1.338 2.649 1.122 0.40
C -1.154 3.077 2.518 -0.73
C -1.788 2.049 3.415 -0.67
N -1.146 0.747 3.161 0.22
C -0.975 -0.140 4.320 -1.15
C -2.310 -0.366 4.999 0.44
C -3.278 -1.149 4.371 -0.02
C -4.493 -1.374 4.994 -0.71
C -4.752 -0.802 6.234 -0.49
C -3.787 -0.029 6.866 -0.73
C -2.567 0.196 6.244 -0.31
C -0.877 0.422 1.929 0.14
S -0.281 -1.142 1.536 -0.28
C -1.723 3.657 0.102 -0.43
C -2.723 4.655 0.631 -0.32
C -2.324 5.954 0.933 -0.09
C -3.248 6.869 1.419 -0.71
C -4.566 6.480 1.620 -0.48
C -4.970 5.188 1.306 -0.73
C -4.049 4.274 0.817 -0.27
H -1.622 4.047 2.658 0.48
H -0.083 3.177 2.720 0.28
H -2.857 1.969 3.202 0.31
H -1.677 2.305 4.465 0.59
H -0.291 0.346 5.020 0.49
H -0.534 -1.077 3.996 0.47
H -3.069 -1.597 3.403 0.38
H -5.237 -2.003 4.523 0.43
H -5.711 -0.958 6.709 0.43
H -3.977 0.392 7.844 0.43
H -1.805 0.782 6.748 0.44
H -2.141 3.128 -0.750 0.59
H -0.821 4.182 -0.230 0.36
H -1.297 6.261 0.767 0.37
H -2.942 7.884 1.628 0.43
H -5.281 7.185 2.021 0.43
H -6.003 4.895 1.433 0.43
H -4.373 3.269 0.559 0.45
C 5.163 -1.295 0.345 -0.66
C 4.316 -0.192 0.981 -1.15
N 3.823 0.827 0.032 0.42
C 4.706 1.996 -0.212 -0.63
C 5.573 1.825 -1.459 -0.91
C 2.696 0.666 -0.621 1.02
C 2.161 1.790 -1.441 -1.72
N 2.010 -0.503 -0.521 0.71
H 5.463 -2.005 1.115 0.41
H 6.072 -0.883 -0.085 0.34
H 4.627 -1.833 -0.440 0.02
H 4.919 0.332 1.719 0.48
H 3.462 -0.612 1.520 0.51
H 5.333 2.113 0.668 0.40
H 4.106 2.898 -0.301 0.33
H 6.271 0.999 -1.351 0.29
H 6.160 2.730 -1.611 0.40
H 4.969 1.655 -2.351 0.22
H 2.180 2.720 -0.875 0.61
H 1.149 1.588 -1.766 -0.06
H 2.772 1.925 -2.332 0.33
H 2.568 -1.163 0.026 0.18
C 1.000 0.820 -6.503 -1.05
N 0.288 0.174 -5.388 0.08
C -0.960 -0.293 -5.564 -0.10
C -1.655 -0.976 -4.597 -1.29
C -1.001 -1.107 -3.375 0.87
O -1.392 -1.768 -2.308 -0.57
N 0.202 -0.557 -3.163 0.19
C 0.959 0.018 -4.165 0.02
O 2.115 0.329 -3.997 -0.63
H 0.395 1.628 -6.908 0.41
H 1.202 0.095 -7.290 0.38
H 1.942 1.216 -6.141 0.34
H -1.397 -0.130 -6.542 0.58
H -2.642 -1.373 -4.776 0.61
```


Below is C35H54BGeN7O2RuS3 as an isolated structure at a distorted geometry, with properties calculated with wB97M-V/def2-TZVPD.

## Properties
- Spin multiplicity: 6
- Molar mass: 885.557 g/mol
- Net charge: +1
- Largest force on an atom: 3.2 eV/Å
- Highest occupied orbital energy (spin up / spin down): -9.68 / -11.01 eV
- Kohn-Sham gap (spin up / spin down): 5.865 / 6.206 eV

The geometry in XYZ format:
```
104
Properties=species:S:1:pos:R:3:lowdin_spin:R:1
Ru 0.415 2.760 -0.654 3.42
C 3.945 0.088 2.269 0.01
C 2.568 -0.475 2.038 0.01
C 1.785 -1.237 2.896 0.01
C 0.406 -1.457 2.658 0.01
N -0.128 -1.063 1.553 0.00
N 0.626 -0.335 0.683 0.03
B -0.073 0.084 -0.549 0.07
N 0.340 -0.458 -1.915 0.02
N 0.852 -1.747 -1.855 0.00
C 1.242 -2.302 -2.940 0.01
C 0.974 -1.682 -4.231 0.00
C 0.396 -0.458 -4.312 0.01
C 0.051 0.384 -5.510 0.00
C 0.135 0.212 -3.029 0.02
S -0.316 1.845 -2.894 0.15
C 1.779 -3.706 -2.869 0.00
C 1.854 -4.137 -1.403 0.00
C 0.765 -4.578 -3.620 0.00
C 3.203 -3.826 -3.466 0.00
N -1.609 0.099 -0.375 0.03
N -2.068 -1.170 -0.669 0.01
C -3.203 -1.532 -0.214 0.00
C -3.894 -0.659 0.762 0.00
C -3.485 0.621 0.955 0.01
C -4.197 1.605 1.824 0.01
C -2.321 1.050 0.226 0.03
S -1.953 2.744 0.144 0.21
C -3.713 -2.892 -0.580 0.00
C -2.619 -3.719 -1.250 0.00
C -4.893 -2.699 -1.590 0.00
C -4.298 -3.736 0.610 0.00
C 1.895 0.030 0.853 0.03
S 2.589 1.040 -0.392 0.20
C -0.366 -2.387 3.525 0.00
C -1.826 -2.440 3.101 0.00
C 0.347 -3.758 3.367 0.00
C -0.189 -1.851 4.987 0.00
H 4.408 -0.463 3.022 0.00
H 3.770 1.145 2.532 0.00
H 4.491 0.024 1.333 0.00
H 2.269 -1.589 3.824 0.00
H 1.218 -2.261 -5.163 0.00
H 0.080 -0.275 -6.395 0.00
H 0.600 1.286 -5.700 0.00
H -1.065 0.708 -5.366 0.00
H 0.824 -4.091 -0.976 0.00
H 2.551 -3.492 -0.837 0.00
H 2.139 -5.203 -1.443 0.00
H -0.237 -4.350 -3.298 0.00
H 1.026 -5.659 -3.436 0.00
H 0.858 -4.427 -4.721 0.00
H 3.943 -3.319 -2.818 0.00
H 3.271 -3.472 -4.483 0.00
H 3.564 -4.883 -3.422 0.00
H -4.728 -1.082 1.260 0.00
H -4.930 1.064 2.440 0.00
H -4.691 2.354 1.215 0.00
H -3.558 2.105 2.488 0.00
H -2.000 -3.164 -1.928 0.00
H -2.941 -4.640 -1.738 0.00
H -1.858 -4.098 -0.554 0.00
H -4.564 -2.073 -2.460 0.00
H -5.686 -2.202 -1.055 0.00
H -5.274 -3.638 -1.925 0.00
H -3.637 -3.748 1.470 0.00
H -4.593 -4.748 0.333 0.00
H -5.213 -3.253 0.957 0.00
H -1.912 -2.613 2.037 0.00
H -2.435 -1.561 3.306 0.00
H -2.350 -3.261 3.562 0.00
H 0.289 -4.098 2.347 0.00
H -0.108 -4.497 4.047 0.00
H 1.441 -3.653 3.701 0.00
H -0.494 -0.838 5.143 0.00
H 0.825 -2.005 5.312 0.00
H -0.791 -2.411 5.730 0.00
C 3.395 6.393 -0.820 0.01
Ge 1.556 6.066 -1.117 0.05
C 0.969 7.412 -2.503 0.02
C 0.359 6.229 0.486 0.01
C 1.182 4.299 -1.876 0.34
H 3.531 7.422 -0.536 0.00
H 3.918 6.072 -1.705 0.00
H 3.691 5.695 -0.018 0.00
H 1.574 8.344 -2.514 0.00
H -0.126 7.523 -2.477 0.00
H 1.217 6.878 -3.455 0.00
H 0.858 6.111 1.455 0.00
H -0.554 5.604 0.528 0.00
H -0.010 7.234 0.339 0.00
H 2.082 3.810 -2.310 0.04
H 0.493 4.518 -2.720 0.03
O -0.411 1.449 2.549 0.01
C 0.421 2.340 2.605 0.01
C 0.944 2.974 3.884 0.00
C 2.274 3.601 3.316 0.00
C 2.148 3.552 1.793 0.01
O 2.950 3.951 0.954 0.02
N 0.964 2.884 1.489 0.11
H 1.091 2.254 4.671 0.00
H 0.302 3.793 4.259 0.00
H 3.200 3.064 3.552 0.00
H 2.463 4.655 3.697 0.00
```


Below is C35H55CaN10O8P3 as an isolated structure at a distorted geometry, with properties calculated with wB97M-V/def2-TZVPD.

## Properties
- Spin multiplicity: 1
- Molar mass: 876.887 g/mol
- Net charge: -2
- Largest force on an atom: 14.1 eV/Å
- Highest occupied orbital energy: 0.11 eV
- Kohn-Sham gap: 3.604 eV

The geometry in XYZ format:
```
112
Properties=species:S:1:pos:R:3:mulliken_charge:R:1
Ca 0.513 0.041 -0.521 0.57
N -0.075 -2.087 0.831 0.12
C 1.355 -2.375 1.150 -1.60
C 2.443 -1.246 1.296 0.38
N 2.769 -0.304 0.156 0.43
C 3.443 -0.804 -1.081 -0.50
C 2.725 -1.876 -1.984 -0.98
N 1.324 -1.521 -2.611 0.48
H -0.508 -2.913 0.468 0.34
H -0.451 -1.278 1.402 -1.83
H 1.355 -2.898 2.119 0.64
H 1.719 -3.111 0.425 0.38
H 2.124 -0.610 2.170 -0.71
H 3.387 -1.705 1.630 0.36
H 2.949 0.645 0.472 -0.25
H 3.648 0.042 -1.711 -0.03
H 4.427 -1.221 -0.813 0.59
H 3.372 -2.080 -2.835 0.67
H 2.645 -2.817 -1.432 0.30
H 1.449 -0.469 -2.883 -0.30
H 0.918 -2.494 -2.907 0.45
O 0.155 1.113 -4.970 -0.91
C 0.670 1.133 -3.850 0.03
O 0.214 0.521 -2.824 -0.41
C 1.966 1.921 -3.677 0.32
C 2.434 2.544 -4.806 -0.57
C 3.613 3.289 -4.797 -0.97
C 4.344 3.418 -3.625 0.32
C 3.885 2.808 -2.497 -0.23
C 2.683 2.013 -2.401 -0.36
O 2.328 1.448 -1.336 0.69
N 4.749 3.010 -1.318 1.28
O 4.540 3.973 -0.618 -0.60
O 5.719 2.279 -1.196 -0.71
N 4.088 3.924 -5.991 1.02
O 3.453 3.785 -7.027 -0.68
O 5.122 4.586 -5.930 -0.71
H 1.856 2.435 -5.712 0.66
H 5.262 3.989 -3.599 0.57
C -0.160 -1.991 -2.179 0.33
P -1.916 -1.292 -1.660 0.88
C -2.320 -2.276 -0.161 -1.35
N -2.673 -3.578 -0.364 0.52
C -2.941 -4.348 0.726 0.01
C -3.318 -5.697 0.562 -0.57
C -3.594 -6.501 1.653 -0.47
C -3.504 -5.983 2.944 -0.62
C -3.134 -4.656 3.125 -0.35
C -2.849 -3.828 2.040 0.08
N -2.471 -2.514 2.261 -0.25
C -2.208 -1.764 1.226 0.61
P -1.570 0.005 1.627 1.76
C -0.918 -0.249 3.412 -2.26
C -3.177 0.931 1.973 2.16
C -3.926 1.044 0.645 -1.95
C -2.897 2.355 2.458 -1.95
C -4.057 0.242 3.013 -1.87
C -3.016 -1.939 -3.018 2.40
C -2.862 -0.958 -4.190 -1.84
C -4.466 -1.901 -2.544 -1.81
C -2.687 -3.342 -3.533 -1.75
H -0.132 -3.097 -2.195 0.63
H 0.720 -1.601 -1.370 -2.32
H 0.126 -1.551 -3.412 0.49
H -3.386 -6.094 -0.444 0.44
H -3.880 -7.536 1.501 0.37
H -3.719 -6.608 3.803 0.36
H -3.057 -4.239 4.123 0.43
H -1.662 -0.725 4.051 0.65
H -0.601 0.648 3.913 0.72
H -0.043 -0.905 3.375 0.58
H -3.304 1.524 -0.117 0.25
H -4.832 1.646 0.778 0.57
H -4.236 0.064 0.271 0.28
H -2.279 2.908 1.752 0.37
H -2.400 2.376 3.431 0.31
H -3.846 2.891 2.566 0.58
H -4.332 -0.770 2.714 0.30
H -4.984 0.813 3.141 0.51
H -3.575 0.185 3.990 0.30
H -3.123 0.060 -3.899 0.37
H -3.524 -1.255 -5.012 0.50
H -1.842 -0.932 -4.577 0.28
H -4.746 -0.905 -2.191 0.29
H -4.646 -2.610 -1.735 0.29
H -5.134 -2.163 -3.373 0.54
H -1.683 -3.390 -3.964 0.25
H -3.388 -3.619 -4.331 0.58
H -2.763 -4.093 -2.749 0.10
C 3.378 3.807 3.290 -0.94
N 2.743 3.952 1.998 0.23
C 1.415 4.509 2.152 -0.97
N 0.599 3.700 3.033 0.19
C 1.251 3.555 4.323 -1.10
N 2.589 2.974 4.194 0.17
C 2.573 1.553 3.789 -1.29
P 1.759 1.392 2.113 3.85
C 2.740 2.706 1.233 -2.67
C 0.241 2.394 2.455 -0.54
H 3.510 4.797 3.739 0.32
H 4.385 3.394 3.178 0.33
H 0.931 4.615 1.180 0.41
H 1.496 5.523 2.564 0.33
H 0.638 2.949 4.997 0.38
H 1.337 4.537 4.800 0.29
H 2.028 0.965 4.534 0.36
H 3.598 1.170 3.769 0.27
H 2.308 2.871 0.251 0.38
H 3.777 2.381 1.098 0.79
H -0.427 1.931 3.141 -0.56
H -0.279 2.511 1.479 0.08
O -0.266 1.923 -0.530 -1.23
```


Below is C35H56Cl2N2O2Pd as an isolated structure, with properties calculated with wB97M-V/def2-TZVPD.

## Properties
- Spin multiplicity: 1
- Molar mass: 714.171 g/mol
- Largest force on an atom: 0.6 eV/Å
- Highest occupied orbital energy: -7.44 eV
- Kohn-Sham gap: 7.386 eV

The geometry in XYZ format:
```
98
Properties=species:S:1:pos:R:3:mulliken_charge:R:1
Pd 0.221 0.017 -0.056 0.24
C -1.681 -2.477 -1.083 -1.21
N -1.670 -1.627 0.103 1.11
C -1.471 -2.424 1.310 -1.27
C -2.862 -0.792 0.202 -1.40
C -2.569 0.607 0.747 -0.99
N -1.501 1.296 0.014 1.37
C -1.906 1.637 -1.368 -1.17
C -0.778 2.052 -2.263 -0.72
C -0.750 3.334 -2.809 0.14
C 0.206 3.694 -3.741 -0.46
C 1.104 2.700 -4.141 0.51
C 1.114 1.409 -3.629 -1.12
C 0.178 1.098 -2.620 1.17
O 0.150 -0.110 -2.028 -1.26
C 2.069 0.341 -4.161 2.38
C 1.256 -0.806 -4.777 -1.69
C 3.009 0.883 -5.240 -2.40
C 2.940 -0.198 -3.023 -1.67
C 0.304 5.093 -4.347 2.00
C -0.770 6.032 -3.799 -2.15
C 0.139 5.011 -5.871 -1.63
C 1.679 5.693 -4.021 -1.60
C -1.043 2.511 0.701 -1.03
C -0.406 2.359 2.066 -0.62
C -0.346 3.535 2.800 -0.58
C 0.276 3.609 4.036 -0.49
C 0.808 2.427 4.526 0.00
C 0.765 1.208 3.849 -0.33
C 0.172 1.179 2.570 0.50
O 0.119 0.023 1.887 -0.50
C 1.361 0.001 4.605 2.38
C 1.222 -1.373 3.939 -1.78
C 0.663 -0.116 5.972 -1.78
C 2.862 0.250 4.829 -1.56
C 0.342 4.940 4.784 1.99
C 1.028 4.801 6.143 -2.06
C 1.132 5.954 3.945 -1.62
C -1.077 5.477 5.016 -1.67
H -2.508 -3.203 -1.055 0.34
H -1.758 -1.860 -1.976 0.35
H -0.742 -3.025 -1.143 0.29
H -2.235 -3.212 1.391 0.38
H -0.486 -2.889 1.294 0.30
H -1.513 -1.782 2.185 0.31
H -3.323 -0.723 -0.784 0.57
H -3.611 -1.254 0.859 0.44
H -3.491 1.203 0.693 0.33
H -2.268 0.552 1.792 0.46
H -2.386 0.756 -1.790 0.47
H -2.653 2.441 -1.327 0.32
H -1.505 4.042 -2.487 0.39
H 1.833 2.956 -4.898 0.52
H 0.654 -0.441 -5.612 0.37
H 1.930 -1.578 -5.158 0.44
H 0.591 -1.254 -4.040 0.23
H 2.464 1.262 -6.107 0.47
H 3.652 1.681 -4.861 0.41
H 3.655 0.074 -5.586 0.44
H 2.325 -0.674 -2.259 0.32
H 3.652 -0.931 -3.413 0.41
H 3.504 0.622 -2.572 0.39
H -1.776 5.671 -4.026 0.38
H -0.685 6.155 -2.718 0.40
H -0.661 7.017 -4.256 0.43
H -0.831 4.584 -6.132 0.35
H 0.206 6.008 -6.313 0.47
H 0.912 4.391 -6.327 0.30
H 1.824 5.762 -2.941 0.36
H 2.488 5.084 -4.428 0.30
H 1.767 6.696 -4.445 0.45
H -0.337 2.995 0.022 0.46
H -1.897 3.196 0.799 0.47
H -0.799 4.424 2.369 0.54
H 1.282 2.441 5.498 0.39
H 0.178 -1.649 3.793 0.25
H 1.718 -1.429 2.975 0.17
H 1.678 -2.110 4.607 0.58
H -0.409 -0.279 5.840 0.37
H 1.071 -0.965 6.526 0.48
H 0.792 0.774 6.586 0.28
H 3.380 0.342 3.871 0.17
H 3.050 1.161 5.398 0.28
H 3.303 -0.586 5.378 0.48
H 2.061 4.460 6.041 0.37
H 1.046 5.771 6.642 0.44
H 0.499 4.101 6.793 0.39
H 2.149 5.599 3.769 0.36
H 0.663 6.117 2.974 0.32
H 1.185 6.916 4.459 0.44
H -1.667 4.770 5.602 0.36
H -1.039 6.425 5.558 0.46
H -1.600 5.651 4.075 0.32
Cl 4.826 1.801 -0.266 -0.17
C 4.243 0.164 0.016 -0.43
Cl 2.653 0.143 0.812 0.17
H 4.925 -0.336 0.693 0.42
H 4.159 -0.350 -0.931 0.22
```